(1)
The following is a quantum chemistry calculation of a structure of composition C7H21AlFNO3PS, from the OMol25 dataset.

The geometry in ORCA input format:
```
! RIJCOSX wB97M-V def2-TZVPD def2/J DEFGRID3
* xyz -1 1
C 0.4382 -1.2969 -2.8329
N 1.8706 -1.0333 -2.7048
C 2.5144 -1.8798 -1.6350
Al 2.5132 -0.8315 0.1021
F 0.9884 0.0193 0.1518
P 2.5208 -2.1804 2.0257
C 4.2821 -2.7061 2.3651
C 2.1599 -1.0122 3.4407
H 0.2382 -2.3620 -2.7668
H -0.1656 -0.8033 -2.0665
H 0.0884 -0.9491 -3.8051
H 1.9442 -0.0696 -2.3977
H 1.9807 -2.8233 -1.5611
H 3.5282 -2.0895 -1.9710
H 3.6758 0.2855 0.0430
H 4.4464 -2.6858 3.4393
H 4.3703 -3.7420 2.0585
H 5.0377 -2.0993 1.8766
H 1.1591 -1.1877 3.8190
H 2.8560 -1.1999 4.2540
H 2.2352 0.0331 3.1533
O -3.2332 2.7368 1.5921
S -2.5408 2.6739 0.3360
O -2.6179 3.7946 -0.5564
O -3.0400 1.3657 -0.4346
C -4.4544 1.1700 -0.5708
C -5.0829 2.0668 -1.6209
C -0.8702 2.1908 0.5615
H -4.9335 1.2968 0.4022
H -4.5603 0.1253 -0.8575
H -5.0315 3.1150 -1.3324
H -6.1320 1.7991 -1.7568
H -4.5638 1.9588 -2.5730
H -0.8284 1.3203 1.2060
H -0.3620 3.0365 1.0201
H -0.4314 1.9632 -0.4036
*
```

## Properties
maximum force: 0.92 eV/Å
gap between HOMO and LUMO: 6.53 eV
E_HOMO: -3.74 eV

Results of the natural (NBO) charge analysis, in e, for atoms 1 through 5: -0.41 -0.64 -0.79 1.37 -0.79

---

(2)
The following is a quantum chemistry calculation of a structure of composition C18H20Cl3NO2PRuSe2SiTe, from the OMol25 dataset.

The geometry in ORCA input format:
```
! RIJCOSX wB97M-V def2-TZVPD def2/J DEFGRID3
* xyz 0 2
Ru -0.0589 0.1218 -0.1656
Se -2.4747 -0.9504 -0.1126
P -1.9314 -0.8383 1.9855
Se -0.1227 0.3630 2.3289
C -3.3524 -0.1773 2.9074
C -4.5362 -0.9148 2.9121
C -5.6296 -0.4545 3.6249
C -5.5465 0.7416 4.3304
C -4.3743 1.4805 4.3172
C -3.2712 1.0220 3.6045
C -1.7449 -2.4965 2.6951
C -1.9014 -3.6554 1.9521
C -1.7369 -4.8908 2.5678
C -1.4207 -4.9612 3.9151
C -1.2768 -3.7976 4.6641
C -1.4358 -2.5643 4.0553
H -4.5948 -1.8427 2.3532
H -6.5488 -1.0269 3.6356
H -6.4023 1.0948 4.8924
H -4.3142 2.4135 4.8630
H -2.3518 1.5931 3.5871
H -2.1407 -3.5938 0.8982
H -1.8503 -5.7995 1.9902
H -1.2781 -5.9265 4.3861
H -1.0409 -3.8541 5.7190
H -1.3121 -1.6501 4.6253
O 1.8946 1.3986 -2.2624
C 2.3356 1.6469 -1.1473
C 3.7618 2.0842 -0.8900
C 3.8100 2.2759 0.6192
C 2.4315 1.8430 1.0948
O 2.1044 1.7929 2.2620
N 1.6118 1.5546 0.0186
H 3.9881 2.9839 -1.4617
H 4.4187 1.2896 -1.2372
H 3.9713 3.3124 0.9138
H 4.5619 1.6671 1.1183
Cl 1.1903 -2.6514 -2.5346
Si 1.3849 -1.6798 -0.7288
Cl 1.1436 -3.1649 0.6929
Cl 3.4045 -1.2271 -0.6083
C -2.8966 1.9684 -2.2482
Te -0.7628 1.8775 -2.1423
C -0.6661 0.3369 -3.6086
H -3.1728 2.1908 -3.2778
H -3.2311 2.7746 -1.5980
H -3.3503 1.0360 -1.9314
H -1.1937 0.6667 -4.5020
H -1.1268 -0.5612 -3.2067
H 0.3839 0.1654 -3.8260
*
```

## Properties
energy above the lowest of the compared OMol25 structures with the same formula, charge and spin: 25.79 kcal per mole
maximum force: 1.57 eV/Å
gap between HOMO and LUMO (alpha / beta): 6.75 / 6.92 eV
E_HOMO (alpha / beta): -8.16 / -8.27 eV

Results of the natural (NBO) charge analysis, in e, for atoms 1 through 5: 0.07 -0.36 0.97 -0.08 -0.42

---

(3)
The following is a quantum chemistry calculation of a structure of composition C36H33BaCl2N7O5SSeSi, from the OMol25 dataset.

The geometry in ORCA input format:
```
! RIJCOSX wB97M-V def2-TZVPD def2/J DEFGRID3
* xyz -2 1
Ba 0.6119 -0.5259 -0.1881
Cl -4.8442 -5.5654 0.4094
C -3.5364 -4.5122 0.8852
C -3.2819 -3.3822 0.1272
C -2.2534 -2.4976 0.4531
N -2.0552 -1.2786 -0.2192
C -2.9808 -0.7663 -1.0229
O -3.9960 -1.2203 -1.5563
C -2.7978 0.7576 -1.0524
C -3.7207 1.5046 -0.3379
C -3.4230 2.7877 0.0809
C -2.1847 3.3215 -0.2362
C -1.3547 2.6158 -1.0725
N -1.6864 1.3766 -1.5129
C -1.4107 -2.7998 1.5758
C -1.7161 -3.9382 2.3302
C -2.7637 -4.7792 1.9941
Cl -3.0680 -6.1774 2.9930
N -0.3856 -1.9036 1.8950
C 0.4661 -2.1364 2.8962
O 0.5858 -3.1281 3.6343
C 1.4330 -0.9871 3.2122
C 2.0978 -1.0307 4.4347
C 2.9240 0.0184 4.7930
C 3.0819 1.0841 3.9185
C 2.4169 1.0346 2.7069
N 1.6112 0.0288 2.3598
H -3.9017 -3.1658 -0.7271
H -4.6281 0.9982 -0.0392
H -4.1194 3.3409 0.6967
H -1.8515 4.2802 0.1337
H -0.3903 2.9678 -1.3977
H -1.1012 -4.1703 3.1819
H 1.9377 -1.8891 5.0697
H 3.4366 0.0094 5.7476
H 3.7077 1.9338 4.1564
H 2.5080 1.8415 1.9878
Se -1.3465 3.1356 -4.1755
N -0.7472 0.7430 -2.2983
C -1.1755 -0.0488 -3.3527
C -0.9581 -1.4407 -3.2493
C -1.2031 -2.3194 -4.2732
C -1.6819 -1.8583 -5.5069
C -1.8589 -0.5157 -5.6743
C -1.5993 0.4310 -4.6412
N -1.5744 1.6997 -5.1177
H -0.7090 -1.8505 -2.2802
H -1.0531 -3.3777 -4.0998
H -1.8890 -2.5467 -6.3157
H -2.1709 -0.1048 -6.6251
C 4.1800 -3.5225 -0.9872
Si 2.4356 -3.1473 -1.7111
C 1.6720 -4.9142 -1.7392
C 2.8891 -2.9452 -3.5769
H 4.6760 -4.3361 -1.5325
H 4.1092 -3.8191 0.0629
H 4.8275 -2.6427 -1.0367
H 2.3493 -5.6355 -2.2148
H 0.7270 -4.9310 -2.2903
H 1.4588 -5.2680 -0.7274
H 3.4447 -3.8143 -3.9522
H 3.5118 -2.0599 -3.7391
H 1.9928 -2.8288 -4.1942
C 2.3925 1.4918 -3.6559
C 2.2265 2.0807 -2.2785
N 1.9316 3.3883 -2.1966
O 2.3244 1.3851 -1.2662
H 3.0517 2.1073 -4.2698
H 1.4166 1.4446 -4.1437
H 2.7919 0.4849 -3.5639
H 1.9116 3.9526 -3.0277
H 1.8074 3.8271 -1.2617
O 7.8577 3.2558 2.5803
C 7.1425 4.3933 2.8048
O 7.6675 5.2947 3.4118
C 5.7689 4.4313 2.2631
C 5.2733 3.5211 1.3224
C 3.9768 3.6063 0.8613
C 3.0933 4.6060 1.3218
S 1.4465 4.6836 0.7884
C 3.6118 5.5175 2.2627
C 4.9088 5.4385 2.7130
H 7.2829 2.5954 2.1751
H 5.8971 2.7346 0.9055
H 3.6118 2.8769 0.1492
H 2.9512 6.2922 2.6322
H 5.2875 6.1496 3.4357
*
```

## Properties
energy above the lowest of the compared OMol25 structures with the same formula, charge and spin: 74.77 kcal per mole
maximum force: 0.53 eV/Å
gap between HOMO and LUMO: 3.95 eV
E_HOMO: -1.69 eV

Results of the Löwdin charge analysis, in e, for atoms 1 through 5: 1.66 0.60 -0.70 -0.05 -0.21